Entry 1:
Molecular formula: C5H7MnO4
Method: DFT, the ωB97M-V functional and the def2-TZVPD basis

As for the expectation value of S²: 8.76. The value obtained for the LUMO energy (spin up / spin down) is -6.38 / -6.50 eV. The spin multiplicity is 6. For the electronic energy, the calculation gives -1646.3334 Ha. The highest occupied orbital energy (spin up / spin down) is -11.987 / -11.987 eV. The energy relative to the best compared isomer or geometry (same formula, charge and spin) comes out at 0.93 kcal/mol. The value obtained for the maximum force is 1.96 eV/A. As for the total charge: +1.

The geometry in XYZ format:
```
17
Properties=species:S:1:pos:R:3:nbo_charge:R:1
Mn 2.7895 1.9873 -1.4546 1.6341
O 1.1876 0.8350 -1.3630 -0.6836
O 1.2517 -0.1911 0.6722 -0.5019
O 3.1917 0.4882 -0.4023 -0.8566
O -4.0915 -1.0420 1.0584 -0.4256
C -0.1147 1.0149 -0.7185 -0.0985
C -1.7756 -1.8074 0.6103 -0.8357
C 0.2700 0.8306 0.7383 -0.1141
C 1.9953 -0.0846 -0.5132 0.5923
C -3.0132 -1.4142 0.8404 0.7305
H 0.6881 1.7548 1.1671 0.1726
H -1.1190 -1.9758 1.4650 0.2752
H -0.4649 2.0196 -0.9737 0.2100
H -1.4846 -2.0768 -0.4047 0.2609
H -0.5440 0.5048 1.3940 0.2469
H 2.0059 -1.0783 -0.9946 0.1683
H -0.7723 0.2348 -1.1211 0.2252
```

=====

Entry 2:
Molecular formula: C5H7N
Method: DFT, the ωB97M-V functional and the def2-TZVPD basis

The value obtained for the LUMO energy is 1.10 eV. For the electronic energy, the calculation gives -249.4552 Ha. The highest occupied orbital energy is -8.195 eV. The energy relative to the best compared isomer or geometry (same formula, charge and spin) comes out at 11.33 kcal/mol. The value obtained for the maximum force is 1.69 eV/A. The structure (SMILES) is Cc1cc[nH]c1. As for the total charge: 0.

The geometry in XYZ format:
```
13
Properties=species:S:1:pos:R:3:nbo_charge:R:1
N 1.1351 -0.6742 -1.2115 -0.5128
C 1.5255 0.5888 -0.8278 -0.0806
C 0.4779 1.1085 -0.1100 -0.2895
C -0.4503 0.0743 0.1744 -0.1009
C -0.0183 -1.0247 -0.5347 -0.0727
C -1.5093 0.0820 1.2417 -0.6254
H 0.4846 2.1083 0.2876 0.2172
H 1.7055 -1.4468 -1.4983 0.4029
H -0.3647 -2.0203 -0.7628 0.2053
H -1.1323 0.6096 2.1185 0.2181
H -1.6462 -0.9287 1.6222 0.2138
H 2.2801 1.1159 -1.3909 0.2089
H -2.4874 0.4074 0.8914 0.2157
```

=====

Entry 3:
Molecular formula: C5H7N
Method: DFT, the ωB97M-V functional and the def2-TZVPD basis

The value obtained for the LUMO energy is 1.09 eV. For the electronic energy, the calculation gives -249.4558 Ha. The highest occupied orbital energy is -8.066 eV. The energy relative to the best compared isomer or geometry (same formula, charge and spin) comes out at 10.96 kcal/mol. The value obtained for the maximum force is 0.61 eV/A. The structure (SMILES) is Cc1cc[nH]c1. As for the total charge: 0.

The geometry in XYZ format:
```
13
Properties=species:S:1:pos:R:3:nbo_charge:R:1
N 1.6144 0.5200 0.6002 -0.5086
C -1.4277 -0.3103 -1.2688 -0.6244
C -0.4096 0.1388 -0.2528 -0.0982
C 0.9127 -0.1564 1.5590 -0.0736
C 0.8101 0.7238 -0.4919 -0.0828
C -0.3634 -0.3330 1.0891 -0.3035
H 1.3959 -0.6197 2.4041 0.2102
H -1.7821 -1.3097 -0.9881 0.2172
H 2.6044 0.7171 0.6311 0.4108
H -1.2243 -0.6459 1.6572 0.2186
H -0.9458 -0.4226 -2.2434 0.2158
H 1.1096 1.3725 -1.2981 0.2071
H -2.3123 0.3132 -1.4036 0.2114
```

=====

Entry 4:
Molecular formula: C5H7N
Method: DFT, the ωB97M-V functional and the def2-TZVPD basis

The value obtained for the LUMO energy is 1.05 eV. For the electronic energy, the calculation gives -249.4402 Ha. The highest occupied orbital energy is -7.773 eV. The energy relative to the best compared isomer or geometry (same formula, charge and spin) comes out at 20.70 kcal/mol. The value obtained for the maximum force is 4.93 eV/A. The structure (SMILES) is Cc1ccc[nH]1. As for the total charge: 0.

The geometry in XYZ format:
```
13
Properties=species:S:1:pos:R:3:nbo_charge:R:1
N 0.8730 0.7409 0.0545 -0.5200
C 0.7980 -1.6819 0.3452 -0.6660
C -0.0537 1.7839 -0.1479 -0.0977
C 0.1594 -0.4538 0.0613 0.1388
C -1.2378 -0.1863 -0.3517 -0.3109
C -1.2805 1.2620 -0.4430 -0.2898
H -2.0662 -0.8656 -0.5839 0.2271
H 0.0805 -2.2885 0.9009 0.2385
H -2.1480 1.7378 -0.8523 0.2190
H 1.7174 0.9059 0.5959 0.4096
H 0.2446 2.8485 -0.3003 0.2118
H 1.3853 -2.1854 -0.4525 0.2276
H 1.5281 -1.6176 1.1739 0.2121
```

=====

Entry 5:
Molecular formula: C5H7N
Method: DFT, the ωB97M-V functional and the def2-TZVPD basis

The value obtained for the LUMO energy is 1.06 eV. For the electronic energy, the calculation gives -249.4301 Ha. The highest occupied orbital energy is -7.883 eV. The energy relative to the best compared isomer or geometry (same formula, charge and spin) comes out at 27.06 kcal/mol. The value obtained for the maximum force is 2.60 eV/A. The structure (SMILES) is Cc1ccc[nH]1. As for the total charge: 0.

The geometry in XYZ format:
```
13
Properties=species:S:1:pos:R:3:nbo_charge:R:1
N -0.3692 -1.1822 -0.0866 -0.5626
C 1.9131 0.0282 -0.1612 -0.6459
C -1.7751 0.7076 0.1395 -0.2817
C -0.3749 1.0203 0.2373 -0.3478
C 0.4148 -0.0774 0.0316 0.1646
C -1.8176 -0.6577 -0.0485 -0.0781
H -2.5814 1.4781 0.1908 0.2397
H -2.6195 -1.3781 -0.1374 0.2139
H 2.5230 -0.5800 0.5152 0.2126
H 0.0785 1.8282 0.7787 0.2116
H 0.1874 -2.0503 -0.2557 0.4212
H 2.2134 -0.2125 -1.1914 0.2201
H 2.2074 1.0758 -0.0122 0.2325
```

=====

Entry 6:
Molecular formula: C5H7N
Method: DFT, the ωB97M-V functional and the def2-TZVPD basis

The value obtained for the LUMO energy is 0.83 eV. For the electronic energy, the calculation gives -249.2537 Ha. The highest occupied orbital energy is -7.589 eV. The energy relative to the best compared isomer or geometry (same formula, charge and spin) comes out at 137.79 kcal/mol. The value obtained for the maximum force is 3.06 eV/A. As for the total charge: 0.

The geometry in XYZ format:
```
13
Properties=species:S:1:pos:R:3:nbo_charge:R:1
N 0.4627 -0.2523 1.6266 -0.8157
C 0.9837 -0.2902 0.3858 0.0781
C 0.4496 0.3358 -0.7249 -0.3050
C -0.2717 1.5619 -0.2786 -0.0664
C -0.0007 -1.5277 -0.8356 -0.5450
C -1.0226 2.4753 -0.0418 -0.2243
H -0.2564 0.4034 1.9187 0.3625
H 0.6863 -1.9420 -1.5649 0.2204
H 0.7693 -0.9258 2.3066 0.3888
H -1.6484 3.3126 0.1523 0.2363
H -0.9841 -1.3024 -1.2530 0.2002
H -0.1176 -2.2189 -0.0089 0.2314
H 0.9500 0.3703 -1.6822 0.2386
```